# 1
C33H26N4OPdSSi | ωB97M-V with the def2-TZVPD basis set

Structure (XYZ):
```
67
Properties=species:S:1:pos:R:3
Pd 0.70 -0.53 1.30
O 2.13 -1.68 0.26
N 2.62 -2.73 0.93
C 3.69 -3.34 0.39
C 4.22 -4.46 0.96
C 3.63 -4.97 2.12
C 2.54 -4.33 2.66
C 2.03 -3.17 2.06
S 0.68 -2.30 2.74
H 4.06 -2.87 -0.51
H 5.09 -4.93 0.52
H 4.02 -5.86 2.59
H 2.05 -4.70 3.55
C -2.88 3.08 -1.01
C -1.83 2.41 -1.63
C -1.43 1.18 -1.16
C -2.06 0.59 -0.05
C -3.12 1.27 0.55
C -3.53 2.51 0.08
Si -1.49 -1.07 0.54
C -1.25 -2.29 -0.83
C -0.45 -3.43 -0.67
C -0.36 -4.37 -1.68
C -1.05 -4.19 -2.87
C -1.85 -3.06 -3.04
C -1.94 -2.12 -2.03
C -2.42 -1.70 2.01
C -2.52 -0.92 3.17
C -3.21 -1.39 4.28
C -3.81 -2.64 4.24
C -3.72 -3.42 3.09
C -3.02 -2.96 1.99
H -3.20 4.04 -1.38
H -1.34 2.85 -2.49
H -0.62 0.65 -1.65
H -3.64 0.82 1.39
H -4.36 3.02 0.54
H 0.09 -3.59 0.26
H 0.26 -5.25 -1.54
H -0.98 -4.92 -3.66
H -2.39 -2.92 -3.96
H -2.56 -1.24 -2.18
H -2.06 0.06 3.21
H -3.27 -0.79 5.17
H -4.34 -3.01 5.10
H -4.19 -4.40 3.06
H -2.95 -3.58 1.10
N 4.19 7.40 -5.04
C 3.72 6.72 -4.24
C 3.13 5.87 -3.24
C 3.37 4.50 -3.26
C 2.80 3.68 -2.30
C 1.98 4.22 -1.32
C 1.74 5.58 -1.30
C 2.30 6.40 -2.26
N 1.39 3.37 -0.33
C 0.50 3.75 0.65
C 0.21 2.64 1.36
N 0.92 1.58 0.84
C 1.61 2.05 -0.17
H 4.01 4.08 -4.02
H 3.01 2.62 -2.34
H 1.11 6.03 -0.55
H 2.11 7.47 -2.25
H 0.14 4.76 0.77
H -0.46 2.53 2.20
H 2.27 1.47 -0.78
```

Output
Kohn-Sham gap (alpha / beta) (eV): 7.4903 / 6.5801
Electronic energy (hartree): -2382.740631
Energy above the lowest of the compared OMol25 structures with the same formula, charge and spin (eV): 0.000
M (g mol⁻¹): 661.17
Total charge: +1
Spin multiplicity: 2
HOMO level (alpha / beta) (eV): -11.0 / -11.0
⟨S²⟩: 0.754
LUMO energy (alpha / beta) (eV): -3.5 / -4.4

Results of the natural (NBO) charge analysis, in e, for atoms 1 through 2: 0.670 -0.592



# 2
C5H3NOS2 | ωB97M-V with the def2-TZVPD basis set

Structure (XYZ):
```
12
Properties=species:S:1:pos:R:3
C -3.34 -0.63 0.07
C -2.34 -0.91 -1.01
C 3.76 1.07 0.68
C 2.92 0.11 0.00
C 2.18 -0.71 -0.55
H -3.99 0.36 -1.45
H 3.76 1.11 1.76
H 1.38 -1.68 -0.55
N -1.79 -1.04 -2.05
O -4.49 -0.19 -0.62
S -3.14 -0.94 1.60
S 4.91 1.91 -0.08
```

Output
Kohn-Sham gap (eV): 7.6632
Electronic energy (hartree): -1118.498703
Energy above the lowest of the compared OMol25 structures with the same formula, charge and spin (eV): 2.226
M (g mol⁻¹): 157.22
SMILES: N#CC(O)=S.C#CC=S
HOMO level (eV): -9.1
LUMO energy (eV): -1.4

Results of the natural (NBO) charge analysis, in e, for atoms 1 through 2: 0.039 0.171



# 3
C16H47CdN4O7Zn | ωB97M-V with the def2-TZVPD basis set

Structure (XYZ):
```
76
Properties=species:S:1:pos:R:3
Cd 31.25 -27.59 0.85
Zn 30.05 -30.35 0.58
O 30.94 -29.18 2.03
H 30.17 -29.07 2.62
O 28.21 -29.95 1.01
H 27.26 -29.84 1.24
O 30.44 -28.72 -0.56
H 30.44 -28.93 -1.52
C 31.56 -23.69 2.63
C 31.23 -24.90 1.80
C 31.95 -24.85 0.47
O 31.42 -25.84 -0.33
C 31.86 -25.70 -1.72
N 31.61 -26.15 2.49
H 31.12 -23.74 3.62
H 31.37 -22.73 2.15
H 32.63 -23.52 2.78
H 30.17 -24.91 1.56
H 33.04 -24.96 0.49
H 31.84 -23.88 -0.01
H 32.94 -25.54 -1.74
H 31.37 -24.93 -2.31
H 31.63 -26.65 -2.21
H 32.53 -26.06 2.88
H 30.93 -26.27 3.23
C 26.60 -26.82 2.35
C 28.10 -26.49 2.42
C 28.61 -26.76 3.85
O 29.79 -26.10 4.30
C 29.76 -25.85 5.67
N 28.83 -27.14 1.28
H 26.34 -27.85 2.59
H 26.28 -26.68 1.31
H 25.96 -26.15 2.92
H 28.16 -25.42 2.24
H 28.74 -27.82 4.05
H 27.77 -26.51 4.49
H 29.10 -25.05 6.01
H 30.73 -25.36 5.78
H 29.58 -26.69 6.33
H 28.61 -28.13 1.28
H 28.35 -26.84 0.44
C 30.53 -32.36 -2.79
C 29.44 -31.46 -2.23
C 28.04 -31.55 -2.93
O 27.38 -32.76 -2.56
C 25.97 -32.58 -2.68
N 29.26 -31.74 -0.80
H 31.24 -32.47 -1.97
H 30.98 -31.90 -3.66
H 30.17 -33.38 -2.94
H 29.84 -30.46 -2.34
H 28.04 -31.42 -4.02
H 27.50 -30.72 -2.49
H 25.47 -33.54 -2.53
H 25.71 -32.21 -3.67
H 25.69 -31.84 -1.93
H 29.43 -32.73 -0.68
H 28.26 -31.67 -0.70
C 27.79 -25.87 -3.06
C 26.74 -26.71 -2.31
C 26.03 -27.79 -3.16
O 25.07 -28.51 -2.33
C 24.27 -29.28 -3.30
N 27.32 -27.29 -1.16
H 28.64 -25.55 -2.47
H 27.18 -25.05 -3.47
H 28.20 -26.40 -3.92
H 26.01 -25.98 -1.96
H 26.64 -28.50 -3.71
H 25.56 -27.17 -3.93
H 24.05 -28.78 -4.25
H 23.33 -29.59 -2.85
H 24.70 -30.23 -3.62
H 26.66 -28.03 -0.95
H 28.21 -27.75 -1.30
```

Output
Kohn-Sham gap (eV): 8.9870
Electronic energy (hartree): -3330.304857
M (g mol⁻¹): 585.38
Total charge: +1
HOMO level (eV): -11.3
LUMO energy (eV): -2.3

Results of the Löwdin charge analysis, in e, for atoms 1 through 2: 1.362 0.730



# 4
C3H5NO | ωB97M-V with the def2-TZVPD basis set

Structure (XYZ):
```
10
Properties=species:S:1:pos:R:3
C 0.35 1.12 -1.17
C 0.51 0.18 0.03
C -0.72 0.07 0.75
H -0.42 0.67 -1.75
H 0.22 2.19 -0.82
H 1.29 1.09 -1.78
H 1.25 0.60 0.75
H 0.73 -1.82 0.25
N -1.68 -0.35 1.29
O 0.98 -1.06 -0.41
```

Output
Kohn-Sham gap (eV): 11.7510
Electronic energy (hartree): -247.268017
Energy above the lowest of the compared OMol25 structures with the same formula, charge and spin (eV): 1.067
M (g mol⁻¹): 71.08
SMILES: C[C@H](O)C#N
HOMO level (eV): -11.1
LUMO energy (eV): 0.7

Results of the natural (NBO) charge analysis, in e, for atoms 1 through 2: -0.604 -0.013



# 5
C6H17N2 | ωB97M-V with the def2-TZVPD basis set

Structure (XYZ):
```
25
Properties=species:S:1:pos:R:3
C 0.78 0.71 -1.34
N 0.04 0.04 -0.21
C 0.26 0.78 1.16
C -0.88 0.23 2.11
C -0.96 -1.28 1.92
C -2.33 0.86 1.72
C 1.86 -0.19 -2.05
N 1.36 -1.01 -3.11
H 0.02 0.83 -2.12
H 1.02 1.85 -1.09
H 0.49 -0.91 -0.14
H 0.26 1.85 0.91
H 1.26 0.50 1.54
H -0.66 0.53 3.09
H -1.95 -1.38 1.45
H -0.24 -1.98 1.62
H -1.19 -1.67 2.97
H -3.15 0.18 1.98
H -2.34 1.22 0.66
H -2.58 1.58 2.59
H 2.34 -0.62 -1.20
H 2.56 0.44 -2.32
H 1.91 -1.99 -3.25
H -0.96 0.04 -0.55
H 1.04 -0.40 -3.99
```

Output
Kohn-Sham gap (eV): 10.1243
Electronic energy (hartree): -347.969739
Energy above the lowest of the compared OMol25 structures with the same formula, charge and spin (eV): 3.295
M (g mol⁻¹): 117.22
SMILES: CC(C)C[NH2+]CCN
Total charge: +1
HOMO level (eV): -13.0
LUMO energy (eV): -2.9

Results of the natural (NBO) charge analysis, in e, for atoms 1 through 2: -0.249 -0.553



# 6
C3H6F3NO4 | ωB97M-V with the def2-TZVPD basis set

Structure (XYZ):
```
17
Properties=species:S:1:pos:R:3
N 0.95 -1.57 -0.83
C 0.13 -0.44 -0.24
O -1.07 -0.36 -0.94
C -2.10 -1.17 -0.53
F -1.64 -2.20 0.22
F -2.69 -1.69 -1.62
F -2.99 -0.48 0.18
H 0.40 -2.40 -1.02
H 1.76 -1.77 -0.24
H 1.31 -1.23 -1.73
H 0.70 0.46 -0.41
H 0.03 -0.55 0.82
C 1.11 2.74 0.84
O 1.52 1.53 0.86
O 0.68 3.20 2.10
O 1.05 3.52 -0.10
H 0.85 2.42 2.65
```

Output
Kohn-Sham gap (eV): 6.8222
Electronic energy (hartree): -773.195505
M (g mol⁻¹): 177.08
HOMO level (eV): -7.9
LUMO energy (eV): -1.0

Results of the natural (NBO) charge analysis, in e, for atoms 1 through 2: -0.692 0.050



# 7
C23H41BrP2Pm | ωB97M-V with the def2-TZVPD basis set

Structure (XYZ):
```
68
Properties=species:S:1:pos:R:3
Pm -0.94 -0.90 1.14
C 0.82 -2.52 2.67
C 1.11 -1.18 3.04
C -0.93 -1.73 3.94
C -0.44 -2.86 3.23
C 0.02 -0.68 3.81
C 1.71 -3.45 1.93
H 2.23 -2.94 1.11
H 1.15 -4.28 1.51
H 2.49 -3.88 2.58
C -1.12 -4.18 3.19
H -0.48 -4.94 2.74
H -2.05 -4.12 2.60
H -1.40 -4.52 4.20
C -2.17 -1.69 4.74
H -2.22 -2.53 5.45
H -3.06 -1.77 4.09
H -2.26 -0.76 5.32
C -0.04 0.65 4.46
H 0.48 0.68 5.43
H -1.08 0.94 4.65
H 0.41 1.43 3.83
C 2.39 -0.46 2.77
H 3.08 -0.51 3.63
H 2.21 0.61 2.57
H 2.92 -0.88 1.91
C -0.54 0.52 -3.79
C 0.77 0.20 -3.71
C 1.90 1.15 -3.93
C 1.66 2.60 -3.48
C 0.80 2.75 -2.26
C -0.52 3.03 -2.27
C -1.45 2.85 -3.41
C -1.04 1.77 -4.43
H 2.15 1.15 -5.01
H 1.27 3.20 -4.33
H 2.82 0.78 -3.45
H -0.31 2.19 -5.15
H -1.31 -0.22 -3.59
H 1.11 -0.84 -3.77
H -1.93 1.52 -5.04
H -2.47 2.63 -3.07
H -0.93 3.68 -1.50
H -1.55 3.82 -3.95
H 2.64 3.04 -3.24
H 1.38 2.86 -1.34
P 0.41 -1.43 -1.10
C -0.23 -2.53 -2.40
C 2.16 -0.99 -1.30
P -0.97 1.68 0.51
C -0.53 0.21 -1.04
C 0.22 3.00 0.82
C -2.58 2.38 0.06
H -1.28 -2.79 -2.18
H 0.36 -3.45 -2.39
H -0.20 -2.09 -3.41
H 2.26 0.00 -1.76
H 2.65 -1.75 -1.92
H 2.64 -0.98 -0.31
H -2.59 2.70 -0.99
H -2.77 3.23 0.74
H -3.37 1.62 0.22
H -1.51 0.16 -1.54
H 0.13 0.88 -1.56
H 0.11 3.27 1.88
H 0.02 3.86 0.18
H 1.25 2.63 0.66
Br -3.45 -1.80 1.00
```

Output
Kohn-Sham gap (alpha / beta) (eV): 6.2766 / 6.3414
Electronic energy (hartree): -4765.763025
Energy above the lowest of the compared OMol25 structures with the same formula, charge and spin (eV): 4.179
M (g mol⁻¹): 604.43
Total charge: +1
Spin multiplicity: 5
HOMO level (alpha / beta) (eV): -9.9 / -9.9
⟨S²⟩: 6.008
LUMO energy (alpha / beta) (eV): -3.6 / -3.6

Results of the natural (NBO) charge analysis, in e, for atoms 1 through 2: 1.296 -0.117



# 8
C38H67N5O19 | ωB97M-V with the def2-TZVPD basis set

Structure (XYZ):
```
129
Properties=species:S:1:pos:R:3
O -4.54 3.11 0.04
C -5.49 2.32 -0.06
N -6.65 2.67 -0.59
C -5.46 0.90 0.61
H -6.71 3.59 -0.98
H -7.48 2.16 -0.34
H -5.95 0.14 0.01
H -5.90 1.10 1.59
H -4.43 0.59 0.76
O -5.50 -2.59 -0.08
C -5.64 -3.00 1.11
N -4.76 -2.65 2.02
C -6.62 -4.13 1.30
H -4.12 -1.87 1.93
H -4.74 -3.10 2.92
H -6.48 -4.75 2.19
H -6.37 -4.73 0.43
H -7.69 -3.93 1.34
O -0.44 4.31 1.32
C -1.66 4.32 1.27
N -2.34 3.27 1.54
C -2.34 5.64 0.98
H -1.90 2.39 1.79
H -3.30 3.15 1.24
H -3.35 5.50 0.59
H -1.85 6.15 0.15
H -2.46 6.26 1.87
O 0.36 1.03 -3.54
C 1.18 0.21 -3.90
N 0.77 -0.78 -4.67
C 2.63 0.40 -3.46
H 1.39 -1.57 -4.81
H -0.17 -0.73 -5.03
H 3.24 1.17 -3.92
H 3.13 -0.57 -3.34
H 2.59 0.81 -2.45
O 3.26 3.09 4.20
C 2.66 4.00 3.60
N 2.29 3.85 2.30
C 2.28 5.22 4.40
H 2.59 3.02 1.81
H 1.50 4.32 1.89
H 1.99 4.94 5.41
H 1.49 5.84 3.98
H 3.17 5.85 4.43
O -2.80 -3.88 -4.02
C -1.61 -4.19 -3.94
O -0.91 -3.81 -2.84
C 0.43 -4.27 -2.97
C 0.69 -4.52 -4.41
C -0.68 -4.91 -4.89
H 0.60 -5.20 -2.43
H 1.09 -3.51 -2.56
H 1.60 -5.10 -4.55
H 1.00 -3.53 -4.75
H -0.86 -5.98 -4.79
H -0.95 -4.68 -5.93
O 4.17 4.72 -3.42
C 3.29 4.80 -2.53
O 3.52 5.56 -1.39
C 2.35 5.56 -0.55
C 1.53 4.40 -1.08
C 1.94 4.16 -2.50
H 1.86 6.52 -0.73
H 2.56 5.54 0.51
H 0.47 4.68 -1.03
H 1.71 3.51 -0.49
H 1.40 4.76 -3.22
H 1.70 3.14 -2.79
O 3.44 1.80 1.14
C 4.20 0.79 1.03
O 4.63 0.55 -0.21
C 5.39 -0.60 -0.23
C 5.03 -1.25 1.05
C 4.53 -0.27 1.99
H 6.44 -0.29 -0.27
H 5.12 -1.32 -0.99
H 5.87 -1.75 1.54
H 4.22 -1.97 0.94
H 5.32 0.08 2.66
H 3.66 -0.52 2.59
O -2.20 -0.42 -4.96
C -2.77 -0.69 -3.91
O -4.01 -1.12 -3.78
C -4.45 -1.42 -2.54
C -3.56 -0.46 -1.75
C -2.30 -0.54 -2.50
H -4.32 -2.48 -2.32
H -5.49 -1.09 -2.50
H -3.46 -0.75 -0.70
H -3.92 0.57 -1.81
H -1.69 -1.36 -2.13
H -1.77 0.40 -2.30
O -0.78 2.99 5.81
C -0.31 1.95 5.36
O -0.22 0.91 6.18
C 0.12 -0.22 5.30
C 0.83 0.45 4.06
C -0.04 1.65 3.93
H -0.69 -0.92 5.08
H 0.75 -0.94 5.82
H 0.65 -0.31 3.30
H 1.86 0.64 4.35
H -0.96 1.43 3.40
H 0.41 2.47 3.36
O 3.34 -3.84 -2.05
C 3.59 -4.35 -0.95
O 4.87 -4.77 -0.63
C 4.98 -5.49 0.55
C 3.69 -5.15 1.25
C 2.68 -4.79 0.16
H 5.88 -5.26 1.14
H 5.04 -6.57 0.37
H 3.76 -4.40 2.04
H 3.30 -6.05 1.72
H 1.98 -4.06 0.58
H 2.25 -5.73 -0.19
O -2.33 -0.97 1.91
C -1.33 -0.68 1.20
O -0.85 0.62 1.10
C 0.25 0.78 0.29
C 0.68 -0.71 -0.01
C -0.41 -1.60 0.46
H 1.16 1.19 0.74
H 0.07 1.40 -0.59
H 1.53 -0.83 0.66
H 0.93 -0.93 -1.05
H 0.03 -2.35 1.11
H -0.96 -2.12 -0.32
```

Output
Kohn-Sham gap (eV): 8.4040
Electronic energy (hartree): -3191.572678
Energy above the lowest of the compared OMol25 structures with the same formula, charge and spin (eV): 2.263
M (g mol⁻¹): 897.97
SMILES: O=C1CCCO1.O=C1CCCO1.O=C1CCCO1.O=C1CCCO1.O=C1CCCO1.O=C1CCCO1.O=C1CCCO1.CC(N)=O.CC(N)=O.CC(N)=O.CC(N)=O.CC(N)=O
HOMO level (eV): -8.7
LUMO energy (eV): -0.3

Results of the Löwdin charge analysis, in e, for atoms 1 through 2: -0.003 -0.551



# 9
C3H10N2O2 | ωB97M-V with the def2-TZVPD basis set

Structure (XYZ):
```
17
Properties=species:S:1:pos:R:3
N 2.47 -0.04 -0.24
C 1.24 0.62 -0.67
C 1.09 2.00 -0.04
C 0.09 -0.31 -0.31
N 0.12 -1.56 -0.87
O -0.81 0.02 0.44
H 2.90 -0.53 -1.01
H 3.06 0.56 0.29
H 1.29 0.70 -1.75
H 0.68 1.90 0.97
H 0.43 2.59 -0.66
H 2.08 2.43 0.05
H -0.74 -2.07 -0.86
H 0.93 -1.99 -1.27
H -3.41 -0.80 2.27
H -2.99 -1.10 0.86
O -3.70 -0.67 1.36
```

Output
Kohn-Sham gap (eV): 9.9876
Electronic energy (hartree): -380.305134
Energy above the lowest of the compared OMol25 structures with the same formula, charge and spin (eV): 0.858
M (g mol⁻¹): 106.12
SMILES: C[C@@H](N)C(N)=O.O
HOMO level (eV): -9.3
LUMO energy (eV): 0.7

Results of the natural (NBO) charge analysis, in e, for atoms 1 through 2: -0.851 -0.141



# 10
C8H32ClN16O12 | ωB97M-V with the def2-TZVPD basis set

Structure (XYZ):
```
69
Properties=species:S:1:pos:R:3
Cl 0.64 0.02 -0.61
O 0.36 -1.40 -0.69
O 1.62 0.40 -1.59
O -0.60 0.74 -0.78
O 1.25 0.31 0.69
C -4.25 2.72 -0.80
O -5.25 3.36 -0.50
N -4.24 1.39 -1.08
N -3.04 3.33 -0.96
H -3.56 0.98 -1.68
H -5.17 0.99 -1.05
H -3.00 4.32 -0.81
H -2.24 2.87 -1.34
C -1.96 2.55 -4.75
O -2.80 1.66 -4.81
N -1.95 3.57 -5.66
N -1.03 2.66 -3.75
H -2.42 3.46 -6.53
H -1.32 4.34 -5.51
H -0.25 3.26 -3.96
H -1.01 1.93 -3.06
C -1.76 1.90 3.14
O -2.40 2.17 4.14
N -0.60 1.17 3.15
N -2.24 2.18 1.89
H -0.45 0.69 4.02
H -0.24 0.89 2.26
H -1.75 1.90 1.05
H -3.15 2.60 1.84
C 1.76 -5.18 1.27
O 1.70 -6.31 1.76
N 1.39 -4.99 -0.02
N 2.42 -4.16 1.90
H 1.12 -5.81 -0.52
H 1.17 -4.08 -0.41
H 2.11 -3.25 1.62
H 2.58 -4.40 2.87
C 0.25 -1.98 3.66
O -0.07 -2.30 4.78
N 1.44 -1.44 3.28
N -0.50 -2.25 2.53
H 1.57 -1.10 2.34
H 2.06 -1.07 3.98
H -0.29 -1.77 1.67
H -1.39 -2.70 2.58
C 4.01 2.21 2.64
O 5.12 2.08 3.16
N 3.87 2.15 1.27
N 2.87 2.31 3.36
H 2.96 2.06 0.84
H 4.78 2.10 0.85
H 1.93 2.40 3.02
H 3.03 2.17 4.35
C 4.83 -2.02 0.34
O 5.86 -2.65 0.19
N 4.51 -1.39 1.54
N 3.84 -1.99 -0.63
H 3.97 -0.54 1.47
H 5.36 -1.27 2.07
H 3.20 -1.22 -0.67
H 4.25 -2.44 -1.43
C -3.87 -1.39 -3.19
O -4.42 -2.25 -2.50
N -4.51 -0.60 -4.09
N -2.51 -1.17 -3.14
H -4.00 0.14 -4.54
H -5.48 -0.82 -4.21
H -2.18 -0.47 -3.78
H -1.91 -1.62 -2.48
```

Output
Kohn-Sham gap (eV): 8.9229
Electronic energy (hartree): -2563.424413
Energy above the lowest of the compared OMol25 structures with the same formula, charge and spin (eV): 0.000
M (g mol⁻¹): 579.90
Total charge: -1
HOMO level (eV): -7.3
LUMO energy (eV): 1.6

Results of the natural (NBO) charge analysis, in e, for atoms 1 through 2: 2.541 -0.863